The following is a quantum chemistry calculation of a molecular structure, C25H25N4O2PtS2Se, from OMol25.

Output
- Molar mass: 751.7 g mol⁻¹
- Spin multiplicity: 1
- Charge: -1
- E_tot: -4654.41929 Ha
- E_HOMO: -0.1651 Eh

```
60
Properties=species:S:1:pos:R:3:forces:R:3:mulliken_charge:R:1
H -0.897 -2.163 3.857 -0.007 0.005 -0.001 0.3820
C -0.230 3.649 -0.869 0.098 0.060 0.138 0.1025
H 0.046 -7.581 0.385 0.002 0.003 0.002 0.2296
C -0.646 -0.801 5.494 0.008 -0.003 0.006 -0.4192
C 0.616 1.173 5.025 -0.006 0.003 0.020 -0.5965
H -1.801 6.454 -1.935 0.001 -0.002 -0.006 0.2124
O -0.084 -2.053 -4.188 -0.009 0.020 -0.017 -0.7282
H 0.649 4.536 -3.411 0.007 -0.001 0.000 0.3532
H 3.851 0.171 0.202 0.003 0.002 -0.004 0.4128
H -0.262 0.745 6.942 -0.001 0.001 0.000 0.3525
O -1.958 -1.674 -2.621 -0.007 -0.012 -0.042 -0.7797
C 0.238 -4.680 -2.943 -0.026 0.015 0.012 -0.2075
H -4.703 5.381 -0.409 -0.003 0.003 -0.002 0.3081
C -0.729 -5.259 -0.408 -0.004 0.008 0.003 -0.7826
C -3.812 5.963 -0.164 0.012 0.000 0.002 -1.4250
C 3.468 -0.523 -0.534 0.002 0.034 0.038 0.0838
C 0.260 -0.459 3.268 0.026 -0.019 -0.002 0.6119
H -1.326 1.111 0.291 -0.001 0.040 0.053 0.3699
H 4.186 -3.019 -2.639 0.004 -0.002 0.003 0.3792
C 3.624 -2.266 -2.091 -0.019 -0.001 -0.002 -0.1975
C -0.467 4.822 -1.600 0.017 -0.014 -0.010 0.8867
H 0.112 1.942 1.284 -0.012 0.024 0.087 0.0663
Pt 0.893 0.747 0.213 -0.203 0.016 0.430 0.5273
H 0.625 -4.422 -3.919 0.004 -0.003 0.001 0.4741
C 4.273 -1.423 -1.192 -0.003 0.014 0.012 -0.7650
H 1.052 2.114 5.343 0.002 -0.001 -0.001 0.3624
H -3.897 6.265 0.882 -0.003 0.000 0.000 0.3274
C -0.977 1.979 0.869 0.001 -0.138 -0.268 -1.5799
C -0.893 -3.992 -0.936 0.018 -0.007 0.010 -0.3906
H -1.515 1.953 1.815 0.019 0.011 0.019 0.4747
H 5.335 -1.474 -1.006 0.002 -0.001 -0.004 0.3760
C -2.300 4.010 0.322 0.004 0.001 -0.036 -1.0182
H 0.178 6.219 -3.096 0.002 -0.004 -0.008 0.3594
H -1.217 -1.416 6.180 0.000 -0.003 -0.003 0.3372
N 0.282 -1.167 -1.821 -0.025 0.158 -0.057 -0.1775
N 0.046 -7.550 -0.623 -0.007 -0.005 0.004 -0.6250
C 0.516 5.292 -2.634 -0.018 -0.007 -0.001 -1.6985
C -1.161 3.248 0.092 -0.020 0.043 0.095 1.4378
C -2.557 5.165 -0.403 0.005 0.003 0.003 0.6630
H -1.097 -5.483 0.587 0.001 0.001 0.001 0.2760
H -3.823 6.865 -0.776 -0.002 0.002 0.002 0.3454
C 0.394 -5.953 -2.418 -0.002 -0.008 0.003 -0.6575
C -0.083 -6.252 -1.144 0.009 -0.007 -0.013 1.1301
N 2.336 -2.227 -2.339 0.008 -0.045 -0.033 -0.4611
N 2.161 -0.458 -0.760 0.086 -0.051 -0.192 0.1091
S -0.586 -2.057 -2.836 0.021 -0.115 0.069 1.2688
C -0.465 -1.226 4.188 -0.034 0.016 0.007 -0.7167
C 0.809 0.745 3.720 0.058 -0.011 0.001 -0.3601
H 1.501 5.460 -2.191 -0.001 0.003 0.007 0.3467
H -1.373 -3.212 -0.358 -0.008 -0.002 -0.005 0.3869
C -1.625 5.551 -1.358 -0.014 0.001 0.005 -1.0771
H -3.010 3.682 1.075 0.009 -0.002 0.007 0.3579
H 0.898 -6.722 -2.994 0.000 0.003 -0.002 0.2617
H 0.831 -8.060 -0.998 0.002 0.001 -0.001 0.2252
C -0.114 0.409 5.924 0.006 0.004 -0.019 -0.4669
S 0.447 -1.089 1.633 -0.066 0.026 -0.043 -0.6327
C 1.577 -1.312 -1.683 0.115 -0.021 0.015 0.3531
H 1.412 1.336 3.042 -0.015 0.004 -0.013 0.3708
Se 1.406 2.691 -1.132 -0.046 -0.003 -0.254 -0.3824
C -0.412 -3.705 -2.207 0.009 -0.038 -0.015 -0.3764
```
Positions in Å, forces in eV/Å.

The following is a quantum chemistry calculation of a molecular structure, C10H18F6HgOSb, from OMol25.

Output
- Molar mass: 590.6 g mol⁻¹
- Spin multiplicity: 2
- E_tot: -1459.84341 Ha
- E_HOMO (alpha / beta): -0.3034 / -0.3083 Eh

```
37
Properties=species:S:1:pos:R:3:forces:R:3:mulliken_charge:R:1
F -2.175 2.075 -4.114 1.614 0.360 -0.075 -0.2350
H -1.613 -0.859 2.772 -0.096 -0.166 -0.198 0.3787
F -3.208 4.120 -2.647 1.881 1.015 0.122 -0.2213
F -1.924 5.571 -3.803 -0.204 -1.732 2.398 -0.2627
C -1.701 -2.810 1.740 -0.308 0.251 -0.148 -0.7671
C -0.981 2.717 -4.093 0.235 1.070 -0.843 0.7006
C 0.918 -2.872 4.135 -0.006 0.326 0.175 -0.8158
H 2.615 -1.685 3.365 -0.204 0.007 0.323 0.4017
H -0.128 -2.705 4.438 0.368 -0.056 -0.074 0.2613
C -1.353 -1.322 1.812 0.733 0.123 -0.218 -0.8657
Hg 1.101 1.233 -1.129 -0.906 0.653 -0.019 0.5159
C -1.955 4.674 -2.681 -0.067 1.046 -0.554 0.5019
H 1.373 3.651 -3.052 -0.085 0.191 -0.009 0.3510
F -1.757 5.447 -1.546 -0.622 -1.182 -1.854 -0.2430
H -1.333 -3.269 0.817 -0.008 0.069 0.096 0.2141
H 0.971 -4.260 1.278 0.093 0.168 -0.131 0.1794
H 2.412 -1.930 -0.217 -0.020 -0.220 -0.155 0.4446
C 1.541 -1.587 3.571 -0.249 0.528 -0.649 -0.9139
H 1.475 -3.223 5.022 -0.217 0.162 -0.304 0.3482
H 0.619 5.122 -3.746 -0.166 -0.224 0.106 0.3791
H -2.788 -2.976 1.769 0.209 0.100 0.000 0.3555
H 0.736 -2.479 -0.537 0.388 -0.092 0.031 0.3975
C 1.539 -2.421 0.213 -0.704 0.220 0.872 -0.8801
O -0.840 2.770 -1.672 0.618 0.492 -0.876 -0.8087
Sb 0.791 -0.864 1.601 -0.068 -0.418 0.104 0.4556
H -1.269 -3.340 2.581 0.043 -0.159 0.050 0.1526
H 2.278 -4.482 0.114 -0.099 0.255 0.194 0.3705
H 1.373 -0.693 4.207 0.252 -0.646 -0.147 0.4498
C 1.859 -3.778 0.853 0.111 -0.107 -0.315 -0.9051
F -0.921 3.505 -5.280 0.066 -1.732 2.069 -0.2779
H 2.592 -3.681 1.661 -0.086 0.023 -0.145 0.2623
H 0.754 4.926 -1.975 -0.034 -0.046 -0.048 0.3630
F 0.062 1.797 -4.151 -1.724 1.075 -0.252 -0.2321
C -0.777 3.612 -2.792 0.247 -0.384 -0.039 0.8635
H -1.807 -0.722 1.014 -0.110 -0.234 0.203 0.4185
C 0.592 4.406 -2.919 -0.887 -0.731 0.158 -1.4770
H 0.929 -3.669 3.392 0.013 -0.001 0.151 0.1403
```
Positions in Å, forces in eV/Å.

The following is a quantum chemistry calculation of 2 unconnected molecules or ions with the total composition C10H16, from OMol25.

Output
- Molar mass: 136.2 g mol⁻¹
- Spin multiplicity: 1
- E_tot: -390.59950 Ha
- SMILES string: CCc1ccccc1.CC
- E_HOMO: -0.3353 Eh

```
26
Properties=species:S:1:pos:R:3:forces:R:3:mulliken_charge:R:1
H 0.706 0.326 3.283 0.251 -0.145 -0.008 0.3328
C 1.074 1.894 1.891 1.245 -0.947 -0.448 -0.6833
H 2.569 -1.782 -1.891 1.081 0.921 0.627 0.3345
H 2.311 -2.548 -0.263 0.169 0.328 0.203 0.3165
H -3.922 0.730 0.436 -0.025 -0.049 0.504 0.3108
C -2.327 0.435 -1.029 -0.197 0.212 0.300 -0.3406
C -3.018 0.139 0.339 0.598 -0.454 -1.791 -0.8429
C 1.213 1.183 -0.433 -0.554 0.509 0.613 -0.0719
H -2.631 -0.278 -1.789 -0.004 -0.236 -0.061 0.3058
H -0.110 -1.866 -0.677 -0.557 0.307 -0.027 0.3174
C 0.885 0.558 2.238 -0.944 0.146 0.593 -0.3249
H -1.265 0.345 -0.866 0.211 0.009 -0.314 -0.2912
C 0.693 -1.233 -1.047 -0.102 -0.876 0.462 -0.7865
H -3.248 -0.924 0.246 -0.428 0.025 0.557 0.2369
C 0.903 -0.109 -0.059 0.063 -1.476 -0.304 0.3767
C 1.344 2.148 0.558 -0.330 0.976 -0.034 -0.2932
H 0.775 -1.458 1.674 -0.549 -0.273 -0.447 0.3670
H 1.279 2.648 2.638 -0.398 0.076 0.079 0.3872
H 1.752 -3.080 -1.825 -1.328 -0.288 0.545 0.4253
H 0.400 -0.831 -2.003 -0.072 0.022 -0.451 0.4457
C 1.864 -2.196 -1.184 0.811 -0.212 -1.664 -1.3146
H 1.188 1.540 -1.454 0.356 -0.436 -0.215 0.3548
H -2.279 0.230 1.128 -0.321 0.415 0.336 0.2340
H 1.589 3.168 0.283 -0.009 -0.044 -0.157 0.3332
H -2.508 1.411 -1.482 -0.093 0.170 0.418 0.3942
C 0.764 -0.449 1.287 1.126 1.322 0.685 -0.5235
```
Positions in Å, forces in eV/Å.

Q: The lowest molar mass belongs to which entry?
A: C10H16

Q: molar mass of number 3 (C10H16)?
A: 136.2 g mol⁻¹